#a
# C5H10N2

One molecule with the formula C5H10N2 (ωB97M-V with the def2-TZVPD basis set, the OMol25 dataset).

```
! wB97M-V def2-TZVPD RIJCOSX def2/J DEFGRID3
* xyz 0 1
C -0.7046 -0.6403 0.8699
C 0.4682 -0.0985 -1.8931
N -0.6787 0.5928 -1.3533
C -1.1688 0.4625 -0.0806
C 0.4802 -0.1528 1.6539
C 1.7241 -0.6339 1.5449
N -2.0539 1.3025 0.3598
H -0.8660 1.4797 -1.8050
H -2.2877 1.9700 -0.3750
H -0.4852 -1.5554 0.3129
H -1.5198 -0.8787 1.5631
H 0.2779 0.6478 2.3645
H 0.5592 -1.1220 -1.5224
H 1.3881 0.4476 -1.6658
H 0.3690 -0.1597 -2.9815
H 2.5269 -0.2291 2.1544
H 1.9711 -1.4324 0.8530
*
```

Results
**Highest occupied orbital energy**: -8.680 eV
**SMILES string**: [H]/N=C(/CC=C)NC
**Orbital gap**: 9.60 eV

=====

#b
# C5H10N2

A 2-piece molecular cluster, C5H10N2 overall (ωB97M-V with the def2-TZVPD basis set, the OMol25 dataset).

```
! wB97M-V def2-TZVPD RIJCOSX def2/J DEFGRID3
* xyz 0 1
C 2.9492 0.3074 0.6861
C 2.0007 0.9549 1.3540
C 0.6264 1.0967 0.8900
C -0.2811 1.8030 1.5550
H 2.7132 -0.2526 -0.2112
H 3.9796 0.3424 1.0097
H 2.2425 1.4195 2.3060
H 0.3629 0.6420 -0.0612
H -1.2778 1.9856 1.1784
H -0.0106 2.2758 2.4944
N -2.1469 -2.2439 -0.8953
C -1.9423 -1.3804 -1.9320
N -0.9439 -0.5931 -1.9585
H -3.0146 -2.7423 -0.8455
H -1.5912 -2.1228 -0.0652
H -2.7653 -1.3743 -2.6503
H -0.9007 -0.1179 -2.8545
*
```

Results
**Highest occupied orbital energy**: -8.604 eV
**SMILES string**: [H]/N=C/N.C=CC=C
**Orbital gap**: 9.55 eV

=====

Most stable structure - #a; separation to the second - 0.0182 hartree.

=====

#a
# C4H6N2

One molecule with the formula C4H6N2 (ωB97M-V with the def2-TZVPD basis set, the OMol25 dataset).

```
! wB97M-V def2-TZVPD RIJCOSX def2/J DEFGRID3
* xyz 0 1
C -1.7137 -0.7328 0.3663
C -0.5889 0.1224 -0.0043
C 0.7074 0.1329 -0.6779
N 1.9981 -0.0240 0.0645
N 2.3033 0.6841 0.9970
C -0.0650 1.2954 -0.1496
H -2.5961 -0.1014 0.4801
H -1.8999 -1.4843 -0.4088
H -1.4718 -1.2304 1.3050
H 0.7995 -0.3296 -1.6724
H 2.6639 -0.6770 -0.4043
H -0.1369 2.3446 0.1043
*
```

Results
**Highest occupied orbital energy**: -7.784 eV
**Orbital gap**: 8.73 eV

=====

#b
# C4H6N2

One molecule with the formula C4H6N2 (ωB97M-V with the def2-TZVPD basis set, the OMol25 dataset).

```
! wB97M-V def2-TZVPD RIJCOSX def2/J DEFGRID3
* xyz 0 1
N 0.3580 1.1961 0.9441
C 0.2037 0.2265 -0.1151
C -1.1820 0.1458 -0.6700
C -0.6718 -0.9784 0.2053
C 1.4157 -0.3364 -0.6462
N 2.3560 -1.0168 -0.6804
H 1.0916 0.9222 1.5941
H 0.6459 2.0821 0.5354
H -1.2797 -0.1017 -1.7292
H -1.8558 0.9217 -0.3210
H -0.5897 -1.1805 1.2564
H -0.4917 -1.8806 -0.3735
*
```

Results
**Highest occupied orbital energy**: -9.943 eV
**SMILES string**: N#CC1(N)CC1
**Orbital gap**: 10.80 eV

=====

#c
# C4H6N2

One molecule with the formula C4H6N2 (ωB97M-V with the def2-TZVPD basis set, the OMol25 dataset).

```
! wB97M-V def2-TZVPD RIJCOSX def2/J DEFGRID3
* xyz 0 1
C -0.0838 -1.0617 1.6116
C 0.0117 -0.3802 0.2696
C 0.8625 0.6252 -0.0787
N 0.3789 1.1365 -1.2628
C -0.7799 0.4758 -1.5234
N -1.0144 -0.4547 -0.6500
H 0.6311 -1.8688 1.7371
H -0.2240 -0.3075 2.3701
H -0.9670 -1.6996 1.5190
H 1.7369 1.0750 0.3669
H 0.7890 1.7454 -1.9482
H -1.3409 0.7145 -2.4111
*
```

Results
**Highest occupied orbital energy**: -8.645 eV
**SMILES string**: Cc1c[nH]cn1
**Orbital gap**: 9.60 eV

=====

#d
# C4H6N2

One molecule with the formula C4H6N2 (ωB97M-V with the def2-TZVPD basis set, the OMol25 dataset).

```
! wB97M-V def2-TZVPD RIJCOSX def2/J DEFGRID3
* xyz 0 1
C -1.5939 -0.2811 0.0773
C -0.1392 0.0591 0.1625
C 0.9028 -0.7413 -0.3729
N 2.1079 -0.2793 -0.4526
N 1.4080 1.8338 0.9340
C 0.3220 1.3304 0.6045
H -1.9824 -0.3262 -0.9466
H -1.7520 -1.2661 0.5326
H -2.1986 0.4346 0.6445
H 0.6219 -1.7531 -0.6899
H 2.7619 -1.0252 -0.7023
H -0.4584 2.0141 0.2088
*
```

Results
**Highest occupied orbital energy (spin up / spin down)**: -8.938 / -8.430 eV
**Orbital gap (spin up / spin down)**: 7.72 / 8.42 eV

=====

Most stable structure - #c; separation to the second - 0.0638 hartree.

=====

#a
# C4H6N2

One molecule with the formula C4H6N2 (ωB97M-V with the def2-TZVPD basis set, the OMol25 dataset).

```
! wB97M-V def2-TZVPD RIJCOSX def2/J DEFGRID3
* xyz 0 1
C 1.7839 -0.6709 0.1992
C 0.3770 -0.1401 0.0282
C -0.5023 -1.0877 0.4822
N -2.0692 0.5256 -0.0760
C -1.1893 1.2633 -0.6745
N 0.1468 1.0025 -0.6194
H 1.8850 -1.5875 0.8032
H 2.3565 0.1172 0.6857
H 2.1709 -0.8948 -0.7940
H -0.4664 -1.5214 1.5046
H -3.0367 0.8396 -0.2653
H -1.4562 2.1542 -1.2738
*
```

Results
**Highest occupied orbital energy**: -8.855 eV
**Orbital gap**: 8.61 eV

=====

#b
# C4H6N2

C4H6N2 as an isolated structure (ωB97M-V with the def2-TZVPD basis set, the OMol25 dataset).

```
! wB97M-V def2-TZVPD RIJCOSX def2/J DEFGRID3
* xyz 0 1
C -1.7079 -0.3371 0.2471
C -0.2917 0.0937 0.0398
C 0.8147 -0.6754 -0.5534
N 2.0969 -0.3623 -0.2164
N 1.6709 1.0411 -0.4853
C 0.4178 1.2450 0.1092
H -2.3129 -0.1974 -0.6599
H -1.7527 -1.3985 0.5097
H -2.1946 0.2276 1.0487
H 0.7032 -1.4302 -1.3401
H 2.3817 -0.4279 0.7657
H 0.1745 2.2215 0.5348
*
```

Results
**Highest occupied orbital energy (spin up / spin down)**: -7.452 / -7.233 eV
**Orbital gap (spin up / spin down)**: 6.89 / 6.61 eV

=====

Most stable structure - #a; separation to the second - 0.0707 hartree.

=====

#a
# C2H2O2S2

One molecule with the formula C2H2O2S2 (ωB97M-V with the def2-TZVPD basis set, the OMol25 dataset).

```
! wB97M-V def2-TZVPD RIJCOSX def2/J DEFGRID3
* xyz 0 1
C -0.5458 0.5448 -0.0642
C 0.5552 -0.5492 0.0674
H 0.1965 0.4860 -2.2170
H -0.2317 -0.4786 2.2202
O -1.2045 0.8824 0.8899
O 1.2207 -0.8829 -0.8933
S -0.7618 1.2337 -1.6657
S 0.7714 -1.2364 1.6627
*
```

Results
**Highest occupied orbital energy**: -10.275 eV
**SMILES string**: O=C(S)C(=O)S
**Orbital gap**: 9.51 eV

=====

#b
# C2H2O2S2

C2H2O2S2 as an isolated structure (ωB97M-V with the def2-TZVPD basis set, the OMol25 dataset).

```
! wB97M-V def2-TZVPD RIJCOSX def2/J DEFGRID3
* xyz 0 1
C 0.4895 -0.6818 -0.1094
C -0.5995 0.1371 0.5474
H 2.3059 -0.2601 -1.6987
H -1.5040 1.5909 0.6281
O 1.0768 -1.5256 0.4580
O -1.1204 1.1393 -0.1319
S 0.5748 -0.0247 -1.6855
S -1.2232 -0.3752 1.9921
*
```

Results
**Highest occupied orbital energy**: -9.403 eV
**Orbital gap**: 8.00 eV

=====

#c
# C2H2O2S2

One molecule with the formula C2H2O2S2 (ωB97M-V with the def2-TZVPD basis set, the OMol25 dataset).

```
! wB97M-V def2-TZVPD RIJCOSX def2/J DEFGRID3
* xyz 0 1
C -0.6398 0.7874 0.2089
C 0.4868 -0.1745 0.1925
H -2.1237 -1.2268 -0.1458
H 2.8060 -0.7025 -0.3233
O -0.5256 2.0575 0.1142
O 0.1882 -1.3699 0.1680
S -2.1624 0.1193 -0.1172
S 1.9705 0.5095 -0.0972
*
```

Results
**Highest occupied orbital energy**: -10.288 eV
**SMILES string**: O=C(S)C(=O)S
**Orbital gap**: 9.19 eV

=====

Most stable structure - #a; separation to the second - 0.0420 hartree.

=====

#a
# C3H9NOS

C3H9NOS as an isolated structure (ωB97M-V with the def2-TZVPD basis set, the OMol25 dataset).

```
! wB97M-V def2-TZVPD RIJCOSX def2/J DEFGRID3
* xyz 0 1
C 1.3666 0.3814 0.7442
C 0.6050 -0.8772 0.3293
C -0.8892 -0.9588 0.6244
H 0.0277 1.6227 -0.5974
H 1.7012 1.6437 -0.8651
H 0.9912 0.5889 1.7694
H 2.4864 0.3908 0.7713
H 1.0975 -1.8484 0.7807
H 0.7560 -0.5199 -1.6956
H -1.0249 -1.0884 1.7449
H -1.2153 -1.8465 -0.2311
H -0.3841 1.4818 0.2921
N 1.0149 1.6316 -0.1218
O 1.1853 -1.1522 -0.9759
S -1.7198 0.3812 -0.2186
*
```

Results
**Highest occupied orbital energy**: -8.820 eV
**Orbital gap**: 9.46 eV

=====

#b
# C3H9NOS

A 2-piece molecular cluster, C3H9NOS overall (ωB97M-V with the def2-TZVPD basis set, the OMol25 dataset).

```
! wB97M-V def2-TZVPD RIJCOSX def2/J DEFGRID3
* xyz 0 1
C 0.8904 -2.4560 0.7119
C 0.5617 -3.6811 1.6071
S 0.6377 -5.0989 0.4846
H 0.0632 -2.3197 0.0458
H 1.7811 -2.6203 0.1372
H 1.1059 -1.5936 1.2667
H 1.3812 -3.8612 2.3588
H -0.3596 -3.5641 2.2216
H 1.9953 -4.8775 0.4442
C -1.5114 4.9635 -2.1597
N -1.1791 4.9353 -0.8250
O -0.8148 5.4359 -3.0349
H -2.3682 4.2383 -2.5161
H -1.8794 5.0252 -0.0637
H -0.3042 5.4743 -0.6785
*
```

Results
**Highest occupied orbital energy**: -8.951 eV
**SMILES string**: NC=O.CCS
**Orbital gap**: 9.86 eV

=====

Most stable structure - #b; separation to the second - 0.1578 hartree.

=====

#a
# C3H9NOS

A 2-piece molecular cluster, C3H9NOS overall (ωB97M-V with the def2-TZVPD basis set, the OMol25 dataset).

```
! wB97M-V def2-TZVPD RIJCOSX def2/J DEFGRID3
* xyz 0 1
C -0.5156 -1.3610 -0.4397
S -1.1359 -1.3791 1.2848
C -2.7502 -0.4949 1.0250
H 0.5260 -0.9102 -0.5073
H -0.5558 -2.2967 -1.0639
H -1.1915 -0.6807 -1.0283
H -3.0339 -0.3491 0.0136
H -2.5994 0.5976 1.4450
H -3.4493 -1.0471 1.5278
C 2.1730 1.8658 -0.5799
N 2.9513 0.8128 -0.1106
O 1.7066 1.8452 -1.7101
H 2.1587 2.6865 0.1666
H 2.7556 0.4582 0.8688
H 2.9604 0.2527 -0.8919
*
```

Results
**Highest occupied orbital energy**: -8.656 eV
**SMILES string**: NC=O.CSC
**Orbital gap**: 9.40 eV

=====

#b
# C3H9NOS

A 2-piece molecular cluster, C3H9NOS overall (ωB97M-V with the def2-TZVPD basis set, the OMol25 dataset).

```
! wB97M-V def2-TZVPD RIJCOSX def2/J DEFGRID3
* xyz 0 1
C -1.9723 0.7174 -1.4730
S -1.1941 1.5909 -0.0266
C 0.5272 1.4026 -0.5285
H -2.1530 -0.2903 -1.1222
H -2.8865 1.2021 -1.7906
H -1.2701 0.8719 -2.2798
H 0.6264 0.5836 -1.2363
H 1.1483 1.1023 0.3183
H 1.0269 2.2717 -0.9546
C 1.0356 -1.6024 0.8622
N 0.8873 -1.3393 2.2158
O 0.1914 -2.1423 0.2058
H 2.0404 -1.3655 0.4776
H 1.6868 -0.9629 2.6653
H 0.3059 -2.0397 2.6666
*
```

Results
**Highest occupied orbital energy**: -8.332 eV
**SMILES string**: NC=O.CSC
**Orbital gap**: 9.17 eV

=====

#c
# C3H9NOS

One molecule with the formula C3H9NOS (ωB97M-V with the def2-TZVPD basis set, the OMol25 dataset).

```
! wB97M-V def2-TZVPD RIJCOSX def2/J DEFGRID3
* xyz 0 1
C -0.0498 0.2271 0.0883
C 0.9214 -0.5378 1.0116
S 1.9463 0.6201 1.9250
N -0.7597 -0.7731 -0.7809
C -1.2393 -0.2173 -2.0001
O -2.6771 -0.0336 -1.9177
H -0.8230 0.6488 0.7296
H 0.4559 0.9939 -0.4860
H 1.4034 -1.3551 0.4691
H 0.3026 -1.1836 1.6443
H 2.8698 0.9269 0.9831
H -1.5167 -1.0915 -0.2030
H -0.8748 0.7807 -2.2189
H -1.0969 -0.9150 -2.8306
H -3.2207 -0.4449 -2.5990
*
```

Results
**Highest occupied orbital energy**: -9.041 eV
**SMILES string**: OCNCCS
**Orbital gap**: 9.98 eV

=====

Most stable structure - #b; separation to the second - 0.0246 hartree.